{
  "formula": "C6H6",
  "method": "ωB97M-V/def2-TZVPD",
  "elements": ["C", "C", "C", "C", "C", "C", "H", "H", "H", "H", "H", "H"],
  "coordinates": [[-0.5640, 0.8566, -0.2768], [-2.2517, -0.6773, -0.0301], [-1.9579, 0.7250, -0.0678], [-0.5811, -1.2806, 0.1104], [0.3642, -0.2233, -0.0335], [1.8501, -0.0115, 0.3010], [-0.1326, 1.6769, -0.8358], [-2.8021, 1.3827, -0.1009], [-0.5510, -2.3929, -0.1274], [2.3584, -0.9925, 0.4410], [1.9383, 0.4365, 1.2023], [2.3295, 0.5004, -0.5825]],
  "forces_ev_per_a": [[-0.7, 1.1, -0.4], [3.6, 1.3, -0.4], [0.2, -2.8, 0.7], [0.1, 0.5, -1.2], [-3.1, -2.7, 1.7], [-0.7, -2.8, -4.5], [-0.2, 0.6, -0.1], [0.4, 0.9, -0.2], [0.7, 1.5, 0.9], [-0.4, 0.5, -0.4], [0.3, 2.1, 2.6], [-0.2, -0.2, 1.3]],
  "lumo_ev": [-1.36, -1.31],
  "largest_force_ev_per_a": 5.31,
  "mol_weight_g_mol": 78.114,
  "homo_lumo_gap_ev": [7.08, 7.42],
  "homo_energy_ev": [-8.4, -8.7]
}